# C48H39AlO14P

A structure of composition C48H39AlO14P in a non-equilibrium geometry (wB97M-V/def2-TZVPD, OMol25).

Positions of all 103 atoms, in Å:
C 8.03 -4.08 1.38
C 8.04 -3.11 0.64
C 7.91 -1.96 -0.27
Al 5.92 -1.80 -0.79
C 5.31 -3.70 -1.35
C 3.81 -3.72 -1.22
O 3.17 -2.75 -1.61
C 3.02 -4.87 -0.61
C 2.49 -4.73 0.67
C 1.72 -5.73 1.26
C 1.46 -6.90 0.56
C 1.99 -7.09 -0.71
C 2.76 -6.07 -1.28
P 4.81 -1.00 1.12
C 3.06 -0.45 0.74
O 4.64 -2.37 2.15
H 8.31 -4.95 1.94
H 8.18 -1.01 0.21
H 8.44 -2.12 -1.23
H 5.77 -0.89 -2.10
H 5.83 -4.49 -0.79
H 5.57 -3.82 -2.42
H 2.66 -3.83 1.27
H 1.31 -5.59 2.26
H 0.83 -7.70 0.98
H 1.81 -7.98 -1.31
H 3.18 -6.19 -2.28
H 2.38 -1.27 1.08
H 2.85 -0.31 -0.33
H 2.75 0.46 1.28
H 3.91 -2.15 2.74
C -1.87 -2.44 1.13
C -0.79 -2.89 1.76
C -0.74 -2.99 3.24
O 0.25 -3.39 3.82
C -1.95 -2.56 3.99
C -3.03 -2.12 3.36
C -3.07 -2.02 1.89
O -4.07 -1.62 1.31
H -1.92 -2.37 0.05
H 0.11 -3.20 1.23
H -1.89 -2.64 5.06
H -3.92 -1.81 3.89
C -6.89 -1.38 0.43
C -6.50 -2.11 -0.62
C -7.48 -2.69 -1.56
O -7.13 -3.35 -2.52
C -8.92 -2.45 -1.29
C -9.31 -1.72 -0.24
C -8.32 -1.14 0.70
O -8.68 -0.48 1.65
H -6.18 -0.95 1.12
H -5.45 -2.30 -0.83
H -9.62 -2.88 -1.99
H -10.36 -1.53 -0.03
C 3.03 1.75 -2.70
C 3.39 1.79 -3.99
C 3.32 3.05 -4.76
O 3.63 3.10 -5.93
C 2.84 4.26 -4.05
C 2.49 4.22 -2.77
C 2.56 2.96 -1.99
O 2.24 2.92 -0.82
H 3.08 0.83 -2.13
H 3.74 0.92 -4.52
H 2.79 5.18 -4.63
H 2.14 5.10 -2.24
C -0.67 7.43 -2.33
C -1.64 8.34 -2.22
C -1.35 9.75 -1.88
O -2.23 10.57 -1.78
C 0.07 10.12 -1.67
C 1.05 9.22 -1.77
C 0.75 7.80 -2.11
O 1.63 6.98 -2.21
H -0.87 6.40 -2.57
H -2.69 8.08 -2.37
H 0.27 11.15 -1.42
H 2.09 9.47 -1.62
C -2.49 1.21 -5.22
C -2.31 2.51 -5.02
C -1.15 3.01 -4.24
O -0.98 4.20 -4.05
C -0.20 2.01 -3.71
C -0.38 0.70 -3.91
C -1.54 0.20 -4.69
O -1.71 -0.98 -4.88
H -3.33 0.82 -5.78
H -2.99 3.26 -5.40
H 0.64 2.39 -3.15
H 0.31 -0.04 -3.53
C -1.46 -0.63 7.27
C -1.06 0.46 7.92
C -2.00 1.56 8.23
O -1.64 2.55 8.82
C -3.41 1.40 7.79
C -3.81 0.31 7.14
C -2.87 -0.79 6.83
O -3.24 -1.78 6.24
H -0.79 -1.44 7.03
H -0.04 0.59 8.25
H -4.09 2.21 8.03
H -4.84 0.18 6.81

As for the LUMO energy: -0.63 eV. The total charge is -1. As for the calculated total energy: -94952.4171 eV.

---

# C7H16Cl2O3

A structure of composition C7H16Cl2O3 in a non-equilibrium geometry (wB97M-V/def2-TZVPD, OMol25).

Positions of all 28 atoms, in Å:
C -2.91 -34.89 -0.73
C -1.89 -34.27 0.27
C -1.52 -35.53 1.06
O -1.57 -36.64 0.23
C -2.70 -36.43 -0.76
H -2.97 -34.39 -1.69
H -3.95 -34.80 -0.42
H -2.36 -33.50 0.89
H -1.10 -33.79 -0.31
H -2.28 -35.70 1.83
H -0.67 -35.48 1.74
H -3.56 -37.02 -0.44
H -2.50 -36.74 -1.79
C 3.21 -35.80 1.24
C 2.61 -34.41 0.82
O 1.40 -34.33 1.49
O 3.59 -35.92 2.58
H 4.13 -35.99 0.70
H 2.54 -36.63 1.00
H 2.52 -34.23 -0.25
H 3.20 -33.55 1.14
H 1.44 -34.79 2.33
H 4.52 -35.67 2.64
C 0.41 -35.70 -0.38
Cl 0.49 -34.23 -1.36
Cl 2.04 -36.57 -0.66
H 0.44 -35.38 0.66
H -0.37 -36.40 -0.66

As for the LUMO energy: 0.75 eV. The value obtained for the energy relative to the best compared isomer or geometry (same formula, charge and spin) is 5.736 eV. The total charge is 0. As for the calculated total energy: -38699.1972 eV.

---

# C12H15NPtSSeSiTe

A structure of composition C12H15NPtSSeSiTe in a non-equilibrium geometry (wB97M-V/def2-TZVPD, OMol25).

Positions of all 33 atoms, in Å:
Pt 0.31 -0.79 1.21
S -3.12 -1.95 -1.49
C -2.43 -0.52 -2.21
C -1.36 -0.05 -1.49
C -1.03 -0.79 -0.34
C -1.91 -1.87 -0.20
C -1.79 -2.76 0.87
C -2.60 -3.88 1.14
C -2.37 -4.67 2.23
C -1.30 -4.32 3.09
C -0.53 -3.22 2.80
N -0.72 -2.44 1.73
H -2.86 -0.13 -3.11
H -0.83 0.83 -1.82
H -3.41 -4.08 0.44
H -2.99 -5.53 2.45
H -1.07 -4.91 3.97
H 0.30 -2.94 3.44
Te 2.15 -0.63 3.01
C 0.75 2.84 -2.40
Si 1.79 2.68 -0.80
C 1.60 4.38 0.06
C 3.61 2.68 -1.41
Se 1.58 1.24 0.86
H 1.06 3.71 -2.98
H -0.30 2.97 -2.16
H 0.85 1.96 -3.03
H 2.08 5.17 -0.52
H 2.06 4.36 1.04
H 0.55 4.63 0.19
H 3.88 3.64 -1.84
H 3.78 1.91 -2.16
H 4.29 2.48 -0.58

As for the LUMO energy: 4.29 eV. The value obtained for the energy relative to the best compared isomer or geometry (same formula, charge and spin) is 1.636 eV. The total charge is -2. As for the calculated total energy: -108777.9377 eV.